No. 1
Below is one molecule with the formula C5H14N2, with properties calculated with ωB97M-V/def2-TZVPD.

```
21
Properties=species:S:1:pos:R:3:nbo_charge:R:1
C -1.82 -2.76 0.16 -0.606
C -0.79 -1.84 0.76 -0.217
N -0.48 -0.71 -0.15 -0.623
C 0.87 -0.19 0.10 -0.214
C 1.30 0.88 -0.91 -0.413
C 0.51 2.19 -0.80 -0.214
N 1.05 3.03 0.28 -0.847
H -2.77 -2.25 0.06 0.201
H -1.99 -3.61 0.82 0.205
H -1.48 -3.11 -0.81 0.214
H 0.14 -2.37 0.96 0.181
H -1.10 -1.47 1.74 0.164
H -1.12 0.01 0.17 0.341
H 1.56 -1.03 0.05 0.193
H 0.96 0.26 1.10 0.154
H 1.28 0.51 -1.93 0.209
H 2.34 1.10 -0.67 0.213
H -0.54 1.92 -0.59 0.157
H 0.58 2.75 -1.72 0.197
H 0.75 2.70 1.19 0.348
H 0.75 3.99 0.21 0.358
```

E_tot ... -308.39486 hartree
Structure (SMILES) ... CCNCCCN
Total charge ... 0
Energy above the lowest of the compared OMol25 structures with the same formula, charge and spin ... 17.7 kcal/mol
Orbital gap ... 10.08 eV

No. 2
Below is a 9-piece molecular cluster, C16H43BF5IN16O15S2 overall, with properties calculated with ωB97M-V/def2-TZVPD.

```
99
Properties=species:S:1:pos:R:3:mulliken_charge:R:1
O -0.25 2.90 2.21 -0.608
S -0.39 1.56 1.38 0.719
O 0.88 1.43 0.27 0.139
C 2.20 1.59 0.89 -0.068
C 3.24 1.98 -0.36 -0.903
B 3.18 0.93 -1.62 0.745
O 4.46 0.25 -2.02 -0.629
O 1.99 0.58 -2.43 -0.564
C 2.78 0.29 1.69 -0.302
C 3.23 0.72 3.25 0.639
F 2.20 1.51 3.96 -0.275
F 4.39 1.66 3.05 -0.337
C 3.82 -0.53 4.12 0.528
F 4.83 0.07 5.08 -0.275
F 2.81 -1.20 5.01 -0.229
F 4.62 -1.52 3.31 -0.242
C 1.89 -1.07 1.60 -0.216
C 0.30 -0.93 1.92 -0.569
I -0.97 -1.52 0.18 0.372
C -0.04 -2.11 3.06 -0.589
S 0.16 -3.87 2.35 1.004
O 0.84 -4.70 3.49 -0.741
O -1.19 -4.52 1.95 -0.575
O -0.13 0.33 2.53 -0.374
H 2.27 2.53 1.62 0.417
H 4.33 1.92 0.08 0.257
H 3.10 3.12 -0.70 0.143
H 4.28 -0.18 -2.93 0.305
H 1.83 -0.41 -2.24 0.203
H 3.83 0.03 1.17 0.462
H 1.98 -1.45 0.47 0.179
H 2.33 -1.96 2.25 0.406
H 0.58 -1.99 4.05 0.235
H -1.20 -2.03 3.34 0.398
H 1.09 -3.80 1.26 0.198
C -4.04 0.02 -1.96 0.719
O -2.97 -0.47 -2.27 -0.689
N -5.01 -0.69 -1.35 -0.246
N -4.35 1.31 -2.20 -0.337
H -5.90 -0.31 -1.08 0.094
H -4.81 -1.66 -1.15 0.163
H -3.65 1.87 -2.66 0.192
H -5.23 1.72 -1.95 0.130
C -4.98 2.24 -6.00 0.637
O -5.79 2.80 -5.27 -0.659
N -4.35 1.11 -5.65 -0.320
N -4.66 2.71 -7.22 -0.394
H -3.68 0.63 -6.23 0.164
H -4.57 0.72 -4.74 0.169
H -5.11 3.56 -7.52 0.228
H -4.00 2.26 -7.83 0.163
C -8.76 -1.47 -1.36 0.665
O -7.63 -1.82 -1.05 -0.666
N -9.13 -1.23 -2.63 -0.382
N -9.74 -1.30 -0.45 -0.400
H -10.05 -0.94 -2.90 0.165
H -8.42 -1.34 -3.34 0.225
H -9.51 -1.48 0.52 0.227
H -10.68 -1.02 -0.68 0.163
C 1.77 3.83 -4.38 0.589
O 2.85 3.34 -4.70 -0.685
N 0.80 3.12 -3.77 -0.240
N 1.46 5.11 -4.62 -0.333
H -0.09 3.50 -3.51 0.184
H 1.00 2.15 -3.58 0.132
H 2.16 5.68 -5.08 0.208
H 0.58 5.53 -4.37 0.189
C 0.82 -4.19 -2.06 0.691
O 1.26 -3.67 -1.04 -0.584
N -0.26 -4.98 -2.06 -0.354
N 1.38 -4.00 -3.27 -0.465
H -0.64 -5.42 -2.89 0.153
H -0.72 -5.15 -1.17 0.216
H 2.20 -3.41 -3.31 0.209
H 1.04 -4.42 -4.11 0.145
C 2.47 -7.74 1.53 0.647
O 1.90 -7.72 0.45 -0.670
N 2.19 -6.86 2.51 -0.219
N 3.43 -8.63 1.84 -0.399
H 2.65 -6.85 3.41 0.138
H 1.47 -6.17 2.32 0.168
H 3.68 -9.30 1.12 0.241
H 3.91 -8.65 2.72 0.151
C 0.39 6.24 -1.30 0.622
O -0.18 6.25 -2.38 -0.660
N 0.10 7.11 -0.32 -0.426
N 1.35 5.35 -0.99 -0.186
H 0.56 7.12 0.58 0.160
H -0.61 7.80 -0.50 0.231
H 1.59 4.67 -1.70 0.105
H 1.83 5.32 -0.11 0.166
C 4.61 2.49 8.98 0.620
O 5.05 3.01 10.00 -0.660
N 3.53 1.70 8.98 -0.332
N 5.18 2.68 7.78 -0.330
H 3.15 1.27 8.15 0.151
H 3.07 1.53 9.87 0.205
H 6.00 3.27 7.74 0.188
H 4.83 2.26 6.93 0.167
```

E_tot ... -4258.55756 hartree
Total charge ... 0
Orbital gap ... 9.23 eV

No. 3
Below is a 2-piece molecular cluster, C5H15NO2 overall, with properties calculated with ωB97M-V/def2-TZVPD.

```
23
Properties=species:S:1:pos:R:3:nbo_charge:R:1
C 1.69 0.92 0.89 -0.274
N 1.56 0.71 -0.57 -0.163
C 2.00 -0.50 -1.26 -0.006
O 1.08 -1.46 -1.65 -0.640
C 0.64 -0.14 1.43 -0.413
C -0.84 0.23 1.08 -0.427
C -1.52 -0.93 0.26 -0.561
H 1.32 1.97 0.99 0.238
H 2.67 0.88 1.46 0.300
H 0.96 1.38 -1.08 0.431
H 2.50 -0.23 -2.21 0.247
H 2.70 -1.24 -0.74 0.245
H 0.25 -1.03 -1.79 0.475
H 0.83 -1.12 1.02 0.228
H 0.68 -0.45 2.62 0.286
H -1.02 1.23 0.56 0.195
H -1.31 0.15 2.05 0.239
H -1.00 -1.81 0.64 0.215
H -1.21 -1.01 -0.75 0.179
H -2.48 -0.81 0.38 0.203
H -3.48 0.47 -0.69 0.467
H -2.75 1.78 -1.14 0.461
O -3.27 1.01 -1.50 -0.923
```

⟨S²⟩ ... 0.755
E_tot ... -404.32012 hartree
Multiplicity ... 2
Total charge ... +1
Energy above the lowest of the compared OMol25 structures with the same formula, charge and spin ... 87.1 kcal/mol
Orbital gap (alpha / beta) ... 11.11 / 6.31 eV